The following is a quantum chemistry calculation of a molecular structure, C55H40Br4N6O2RuS at a distorted geometry, from OMol25.

```
109
Properties=species:S:1:pos:R:3
Ru 0.110 0.857 0.479
C -3.185 1.784 7.467
C -3.175 0.500 6.936
C -2.609 0.264 5.685
C -2.048 1.305 4.949
C -2.075 2.592 5.485
C -2.636 2.831 6.734
C -1.405 1.090 3.604
C -2.226 1.252 2.472
C -3.633 1.320 2.509
C -4.082 1.257 1.211
C -2.940 1.211 0.365
C -2.904 1.322 -1.059
C -4.103 1.022 -1.891
C -3.975 0.169 -2.993
C -5.070 -0.173 -3.777
C -6.333 0.325 -3.479
C -6.477 1.191 -2.405
C -5.376 1.542 -1.629
C -1.756 1.762 -1.712
N -0.516 1.891 -1.156
C 0.276 2.609 -2.057
C 1.590 2.934 -1.892
C 2.214 3.812 -2.938
C 1.851 5.154 -3.043
C 2.453 5.983 -3.986
C 3.423 5.475 -4.842
C 3.779 4.134 -4.756
C 3.180 3.311 -3.809
C 2.413 2.478 -0.842
C 3.804 2.675 -0.722
C 4.236 1.897 0.330
C 3.099 1.251 0.878
N 1.993 1.623 0.173
C 3.105 0.412 2.035
C 1.966 0.293 2.825
C 1.890 -0.142 4.209
C 0.669 0.205 4.674
C -0.081 0.746 3.570
N 0.742 0.772 2.446
C 4.384 -0.273 2.384
C 5.037 -1.042 1.410
C 6.210 -1.728 1.701
C 6.769 -1.660 2.974
C 6.148 -0.885 3.942
C 4.973 -0.197 3.649
C -0.514 2.905 -3.222
C -1.738 2.367 -3.032
N -1.815 1.168 1.146
H -3.620 1.968 8.442
H -3.608 -0.323 7.496
H -2.609 -0.734 5.263
H -1.651 3.406 4.907
H -2.638 3.836 7.140
H -4.228 1.374 3.412
H -5.110 1.244 0.897
H -2.999 -0.257 -3.201
H -4.936 -0.851 -4.616
H -7.193 0.041 -4.077
H -7.452 1.603 -2.166
H -5.503 2.270 -0.842
H 1.097 5.545 -2.368
H 2.166 7.028 -4.048
H 3.901 6.121 -5.572
H 4.525 3.726 -5.430
H 3.452 2.262 -3.735
H 4.405 3.313 -1.354
H 5.243 1.803 0.713
H 2.678 -0.633 4.759
H 0.279 0.059 5.674
H 4.594 -1.104 0.421
H 6.683 -2.331 0.932
H 7.683 -2.196 3.203
H 6.581 -0.807 4.934
H 4.528 0.442 4.402
H -0.162 3.456 -4.083
H -2.588 2.412 -3.698
Br -4.335 -5.328 -1.105
C -3.163 -4.061 -0.347
C -3.109 -3.913 1.093
Br -4.254 -4.935 2.183
C -2.215 -3.052 1.668
Br -1.925 -2.983 3.525
C -1.374 -2.184 0.871
O -0.472 -1.491 1.346
C -1.585 -2.190 -0.606
O -1.046 -1.329 -1.294
C -2.375 -3.281 -1.150
Br -2.199 -3.558 -3.009
C 0.577 -5.695 -1.015
C -0.060 -4.321 -1.164
N 0.917 -3.239 -1.063
C 1.142 -2.270 -1.961
S 1.944 -0.849 -1.524
N 0.615 -2.468 -3.206
C 0.863 -3.675 -4.004
C 2.055 -3.503 -4.935
H -0.186 -6.478 -1.030
H 1.116 -5.765 -0.066
H 1.293 -5.886 -1.819
H -0.809 -4.174 -0.385
H -0.579 -4.228 -2.112
H 1.289 -3.025 -0.150
H 0.634 -1.607 -3.726
H -0.036 -3.905 -4.578
H 1.046 -4.508 -3.333
H 1.846 -2.742 -5.693
H 2.290 -4.440 -5.449
H 2.932 -3.182 -4.368
```

Values from the calculation:
<S²>	8.845
energy relative to the best compared isomer or geometry (same formula, charge and spin)	57.08	kcal per mole
DFT total energy	-364307.9701	eV
2S+1	6
net charge	-1

=====

The following is a quantum chemistry calculation of a molecular structure, C55H40NO6PRuS2Se3 at a distorted geometry, from OMol25.

```
109
Properties=species:S:1:pos:R:3
Ru 0.952 -0.222 1.171
Se 3.448 -0.525 1.401
P 3.600 1.367 0.388
Se 1.576 1.973 -0.065
C 4.601 1.288 -1.131
C 5.103 0.082 -1.597
C 5.839 0.047 -2.776
C 6.068 1.213 -3.488
C 5.560 2.423 -3.024
C 4.830 2.461 -1.850
C 4.483 2.594 1.393
C 3.891 3.792 1.768
C 4.595 4.699 2.550
C 5.887 4.407 2.957
C 6.477 3.201 2.593
C 5.777 2.295 1.816
H 4.908 -0.825 -1.036
H 6.231 -0.896 -3.136
H 6.641 1.185 -4.407
H 5.735 3.335 -3.581
H 4.432 3.403 -1.487
H 2.869 3.993 1.477
H 4.121 5.622 2.858
H 6.431 5.110 3.575
H 7.479 2.964 2.926
H 6.228 1.346 1.551
C -5.217 3.949 -1.345
C -4.214 2.985 -0.774
C -2.918 2.920 -1.272
C -1.999 2.015 -0.762
C -2.381 1.146 0.247
C -3.664 1.208 0.773
C -4.565 2.129 0.265
S -1.341 -0.163 0.951
O -2.158 -0.651 2.070
C -1.535 -1.325 -0.437
C -1.358 -0.832 -1.754
C -1.422 -1.678 -2.814
C -1.642 -3.068 -2.626
C -1.686 -3.961 -3.721
C -1.850 -5.303 -3.524
C -1.972 -5.808 -2.214
C -1.931 -4.967 -1.137
C -1.776 -3.569 -1.312
C -1.728 -2.663 -0.200
C -1.781 -3.215 1.192
C -2.987 -3.770 1.702
C -4.195 -3.737 0.957
C -5.348 -4.254 1.471
C -5.359 -4.832 2.761
C -4.217 -4.863 3.505
C -3.005 -4.326 3.001
C -1.821 -4.309 3.773
C -0.679 -3.750 3.284
C -0.662 -3.206 1.984
S 0.907 -2.390 1.544
O 1.857 -2.974 2.516
C 1.243 -3.277 0.008
C 1.609 -2.599 -1.141
C 1.875 -3.312 -2.300
C 1.781 -4.699 -2.327
C 2.038 -5.458 -3.600
C 1.448 -5.365 -1.149
C 1.186 -4.663 0.015
H -4.726 4.748 -1.899
H -5.820 4.402 -0.556
H -5.902 3.440 -2.028
H -2.610 3.600 -2.059
H -1.001 2.004 -1.159
H -3.928 0.546 1.586
H -5.563 2.182 0.686
H -1.128 0.211 -1.911
H -1.275 -1.302 -3.821
H -1.580 -3.557 -4.722
H -1.883 -5.980 -4.368
H -2.088 -6.874 -2.059
H -2.004 -5.367 -0.135
H -4.192 -3.281 -0.025
H -6.264 -4.212 0.895
H -6.280 -5.238 3.159
H -4.220 -5.287 4.503
H -1.839 -4.731 4.771
H 0.230 -3.710 3.868
H 1.674 -1.517 -1.128
H 2.141 -2.775 -3.205
H 1.440 -5.055 -4.419
H 1.786 -6.513 -3.487
H 3.087 -5.393 -3.895
H 1.378 -6.447 -1.151
H 0.926 -5.187 0.927
O -1.393 2.166 3.400
Se 0.185 1.754 4.408
O 0.812 3.207 4.648
O 1.004 0.828 3.377
O -0.509 1.008 5.636
N -1.037 9.421 -2.388
C -1.083 8.531 -1.660
C -1.140 7.419 -0.753
C -2.340 7.094 -0.119
C -2.393 6.023 0.750
C -1.254 5.248 1.011
C -0.055 5.590 0.369
C 0.003 6.660 -0.500
C -1.317 4.135 1.890
C -1.342 3.174 2.618
H -3.226 7.684 -0.315
H -3.320 5.764 1.242
H 0.820 4.983 0.555
H 0.932 6.912 -0.995
```

Values from the calculation:
<S²>	0.755
energy relative to the best compared isomer or geometry (same formula, charge and spin)	0.00	kcal per mole
DFT total energy	-301039.2108	eV
2S+1	2
net charge	-1

=====

The following is a quantum chemistry calculation of 2 unconnected molecules or ions with the total composition C55H42BF3N2O2S at a distorted geometry, from OMol25.

```
106
Properties=species:S:1:pos:R:3
C 2.329 -6.719 -4.975
C 1.130 -6.271 -4.403
C 1.136 -5.605 -3.173
C 2.348 -5.371 -2.500
N 2.365 -4.731 -1.239
C 3.410 -5.039 -0.329
C 4.037 -4.011 0.394
C 5.072 -4.308 1.280
C 5.491 -5.633 1.454
C 4.872 -6.660 0.732
C 3.844 -6.367 -0.166
C 1.420 -3.750 -0.880
C 1.126 -3.531 0.485
C 0.369 -2.448 0.887
C -0.213 -1.564 -0.055
C -0.966 -0.371 0.298
C -0.696 0.818 -0.479
C -1.698 1.755 -0.835
C -1.389 2.880 -1.579
C -0.051 3.170 -1.915
N 0.290 4.364 -2.588
C 1.505 5.024 -2.287
C 2.183 5.780 -3.260
C 3.336 6.490 -2.923
C 3.824 6.460 -1.611
C 3.158 5.704 -0.640
C 2.025 4.969 -0.985
C -0.559 4.894 -3.587
C -0.696 6.288 -3.728
C -1.404 6.813 -4.812
C -1.973 5.954 -5.762
C -1.881 4.566 -5.591
C -1.201 4.035 -4.492
C 0.960 2.254 -1.564
C 0.640 1.100 -0.874
C 0.026 -1.854 -1.428
C 0.817 -2.910 -1.840
C 3.548 -5.835 -3.074
C 3.537 -6.503 -4.301
H 2.324 -7.232 -5.942
H 0.184 -6.438 -4.918
H 0.197 -5.272 -2.728
H 3.708 -2.978 0.258
H 5.545 -3.497 1.834
H 6.301 -5.862 2.150
H 5.193 -7.695 0.860
H 3.383 -7.164 -0.753
H 1.530 -4.198 1.251
H 0.237 -2.238 1.946
H -1.944 -0.475 0.745
H -2.727 1.548 -0.529
H -2.187 3.554 -1.904
H 1.797 5.821 -4.279
H 3.850 7.074 -3.688
H 4.720 7.024 -1.345
H 3.514 5.679 0.389
H 1.509 4.370 -0.237
H -0.227 6.954 -3.002
H -1.497 7.895 -4.919
H -2.493 6.369 -6.632
H -2.337 3.890 -6.314
H -1.128 2.954 -4.350
H 1.997 2.434 -1.857
H 1.425 0.379 -0.634
H -0.426 -1.188 -2.170
H 0.986 -3.062 -2.909
H 4.496 -5.689 -2.555
H 4.478 -6.856 -4.728
C -4.626 -0.082 7.790
C -3.677 -0.043 6.654
C -2.307 0.113 6.696
C -1.687 0.100 5.397
C -2.598 -0.030 4.383
B -2.362 -0.188 2.774
C -1.846 1.332 2.473
C -2.805 2.328 2.385
C -2.432 3.645 2.107
C -1.084 3.941 1.953
C -0.692 5.337 1.567
F 0.612 5.630 1.859
F -0.832 5.509 0.197
F -1.460 6.294 2.150
C -0.108 2.969 2.140
C -0.503 1.656 2.429
O -1.510 -1.409 2.896
C -2.339 -2.434 2.597
C -3.589 -1.959 2.128
C -4.543 -2.838 1.630
C -4.207 -4.193 1.583
C -2.979 -4.660 2.056
C -2.029 -3.787 2.588
O -3.639 -0.601 2.131
S -4.200 -0.190 4.994
H -4.059 0.046 8.715
H -5.365 0.724 7.707
H -5.156 -1.041 7.825
H -1.770 0.220 7.636
H -0.624 0.219 5.262
H -3.859 2.090 2.550
H -3.180 4.428 2.014
H 0.945 3.229 2.066
H 0.259 0.884 2.568
H -5.492 -2.441 1.279
H -4.923 -4.899 1.159
H -2.747 -5.723 2.004
H -1.064 -4.113 2.958
```

Values from the calculation:
energy relative to the best compared isomer or geometry (same formula, charge and spin)	7.80	kcal per mole
DFT total energy	-84456.1910	eV
2S+1	1
net charge	0

=====

The following is a quantum chemistry calculation of a molecular structure, C55H42BrFGeMnOP3, from OMol25.

```
105
Properties=species:S:1:pos:R:3
Mn 1.111 0.229 -0.836
F 0.632 -0.222 1.017
Ge -0.786 0.474 1.935
C 0.054 2.154 2.370
C -0.628 2.886 3.343
C -0.232 4.172 3.689
C 0.851 4.744 3.047
C 1.538 4.033 2.070
C 1.162 2.736 1.718
P 2.216 1.882 0.484
C 3.298 0.803 1.454
C 3.446 0.968 2.829
C 4.258 0.099 3.546
C 4.910 -0.942 2.899
C 4.763 -1.112 1.528
C 3.959 -0.243 0.805
C 3.256 3.120 -0.302
C 2.687 3.968 -1.254
C 3.474 4.901 -1.906
C 4.835 4.978 -1.623
C 5.404 4.127 -0.689
C 4.618 3.192 -0.026
C -2.407 0.808 0.938
C -3.535 0.840 1.763
C -4.778 1.180 1.247
C -4.901 1.495 -0.098
C -3.788 1.451 -0.924
C -2.538 1.097 -0.420
P -1.135 1.005 -1.581
C -1.212 2.630 -2.389
C -1.538 2.821 -3.726
C -1.647 4.113 -4.231
C -1.441 5.207 -3.405
C -1.124 5.018 -2.064
C -1.008 3.733 -1.559
C -1.610 -0.258 -2.805
C -2.659 -1.143 -2.570
C -2.905 -2.190 -3.450
C -2.107 -2.359 -4.573
C -1.059 -1.477 -4.817
C -0.805 -0.437 -3.934
C -0.918 -1.108 3.012
C -0.887 -1.082 4.402
C -1.016 -2.265 5.119
C -1.179 -3.466 4.445
C -1.202 -3.497 3.056
C -1.060 -2.326 2.315
P -1.190 -2.300 0.474
C -2.286 -3.707 0.116
C -3.655 -3.448 0.206
C -4.578 -4.449 -0.059
C -4.141 -5.714 -0.429
C -2.782 -5.981 -0.521
C -1.855 -4.983 -0.245
C 0.458 -2.908 -0.183
C 0.302 -2.992 -1.656
C 2.837 -3.557 -1.980
C 3.194 -4.201 -0.887
C 2.517 -4.263 0.398
C 1.347 -3.703 0.698
H -1.491 2.455 3.843
H -0.773 4.720 4.450
H 1.170 5.747 3.301
H 2.385 4.496 1.582
H 2.936 1.773 3.344
H 4.381 0.238 4.612
H 5.538 -1.620 3.465
H 5.280 -1.915 1.018
H 3.875 -0.364 -0.269
H 1.635 3.891 -1.495
H 3.033 5.559 -2.644
H 5.452 5.701 -2.141
H 6.463 4.187 -0.475
H 5.067 2.529 0.703
H -3.452 0.591 2.818
H -5.645 1.202 1.895
H -5.865 1.773 -0.507
H -3.894 1.691 -1.977
H -1.714 1.975 -4.377
H -1.901 4.260 -5.273
H -1.538 6.209 -3.802
H -0.974 5.872 -1.415
H -0.782 3.587 -0.506
H -3.290 -1.023 -1.701
H -3.725 -2.871 -3.254
H -2.304 -3.172 -5.262
H -0.438 -1.598 -5.695
H 0.025 0.233 -4.126
H -0.761 -0.146 4.934
H -0.997 -2.247 6.201
H -1.293 -4.387 5.002
H -1.349 -4.441 2.544
H -3.998 -2.458 0.492
H -5.638 -4.242 0.019
H -4.860 -6.494 -0.644
H -2.441 -6.969 -0.801
H -0.796 -5.210 -0.307
H -0.467 -3.279 -2.365
H 3.413 -3.529 -2.891
H 4.129 -4.740 -0.985
H 3.028 -4.806 1.184
H 0.998 -3.810 1.718
O 1.669 -2.758 -2.169
C 0.915 -1.787 -1.163
Br 2.461 0.646 -2.659
```

Values from the calculation:
<S²>	6.152
DFT total energy	-248211.5318	eV
2S+1	5
net charge	+2